{"formula": "C44H46Br2CsN6O9P3SSe3Te", "method": "ωB97M-V/def2-TZVPD", "e_homo_ev": -0.79, "homo_lumo_gap_ev": 3.76, "lumo_ha": 0.1093, "charge": -2, "relative_energy_kj_mol": 0.0, "spin_multiplicity": 1, "species": ["Cs", "Se", "Se", "Te", "Se", "C", "C", "O", "P", "O", "O", "O", "P", "O", "O", "O", "H", "H", "H", "H", "H", "H", "H", "Br", "C", "C", "C", "C", "C", "C", "N", "C", "C", "C", "C", "C", "C", "N", "H", "H", "H", "H", "H", "H", "H", "H", "H", "O", "N", "C", "C", "C", "C", "C", "C", "C", "P", "C", "C", "C", "C", "C", "C", "C", "C", "C", "C", "C", "C", "H", "H", "H", "H", "H", "H", "H", "H", "H", "H", "H", "H", "H", "H", "H", "H", "O", "H", "H", "C", "C", "C", "C", "N", "C", "S", "N", "C", "H", "H", "H", "H", "H", "H", "H", "H", "Br", "C", "C", "C", "N", "C", "C", "H", "H", "H", "H"], "coordinates": [[1.123, -0.214, -0.076], [-2.375, 3.816, 0.226], [-3.182, 2.565, 2.102], [-0.864, 1.767, 3.008], [-1.784, 0.421, 4.906], [4.812, 2.645, 2.675], [4.375, 1.287, 2.149], [5.166, 0.237, 2.697], [4.455, 1.226, 0.323], [6.060, 1.198, 0.088], [4.090, 2.665, -0.223], [3.823, 0.073, -0.366], [2.572, 1.057, 2.492], [2.362, -0.550, 2.360], [1.998, 1.669, 1.245], [2.254, 1.519, 3.853], [5.789, 2.931, 2.275], [4.860, 2.565, 3.760], [4.094, 3.426, 2.427], [6.073, 0.384, 2.401], [6.266, 0.534, -0.580], [3.174, 2.874, 0.063], [2.549, -0.984, 3.201], [1.152, -3.979, 6.819], [1.072, -3.685, 4.945], [0.156, -2.779, 4.437], [0.101, -2.597, 3.067], [0.946, -3.304, 2.216], [1.898, -4.163, 2.752], [1.954, -4.368, 4.121], [0.832, -3.002, 0.836], [1.237, -3.821, -0.025], [1.281, -3.503, -1.483], [1.827, -4.424, -2.362], [1.903, -4.116, -3.710], [1.418, -2.904, -4.144], [0.860, -2.056, -3.197], [0.797, -2.337, -1.906], [-0.489, -2.173, 5.066], [-0.589, -1.859, 2.670], [2.621, -4.654, 2.113], [2.693, -5.034, 4.545], [1.576, -4.827, 0.244], [2.190, -5.372, -1.987], [2.334, -4.824, -4.406], [1.452, -2.610, -5.182], [0.432, -1.106, -3.495], [0.911, 4.813, 1.495], [1.712, 4.911, 0.430], [1.339, 4.389, -0.675], [2.264, 4.616, -1.816], [3.263, 5.590, -1.654], [4.185, 5.852, -2.642], [4.127, 5.154, -3.843], [3.143, 4.205, -4.019], [2.201, 3.920, -3.025], [0.961, 2.590, -3.357], [-0.224, 3.536, -4.372], [-0.891, 2.940, -5.440], [-1.847, 3.634, -6.162], [-2.187, 4.929, -5.797], [-1.556, 5.518, -4.711], [-0.576, 4.834, -4.012], [1.929, 1.597, -4.547], [1.971, 1.746, -5.932], [2.804, 0.950, -6.704], [3.624, 0.006, -6.100], [3.603, -0.141, -4.721], [2.754, 0.641, -3.953], [0.023, 4.453, 1.214], [0.411, 3.818, -0.763], [3.294, 6.120, -0.714], [4.950, 6.599, -2.473], [4.841, 5.344, -4.635], [3.105, 3.660, -4.954], [-0.676, 1.911, -5.710], [-2.350, 3.146, -6.986], [-2.948, 5.469, -6.343], [-1.825, 6.517, -4.399], [-0.088, 5.320, -3.176], [1.352, 2.495, -6.411], [2.819, 1.075, -7.780], [4.277, -0.613, -6.705], [4.233, -0.874, -4.231], [2.754, 0.515, -2.875], [-3.745, 0.041, 0.165], [-3.683, 0.769, 0.839], [-3.003, 0.254, -0.410], [-4.352, -1.503, 3.358], [-3.533, -2.631, 2.839], [-3.005, -3.646, 3.598], [-2.236, -4.610, 2.931], [-2.076, -4.647, 1.624], [-2.644, -3.676, 0.869], [-2.543, -3.670, -0.811], [-3.298, -2.663, 1.512], [-1.529, -5.688, 3.703], [-4.486, -1.599, 4.430], [-5.319, -1.487, 2.851], [-3.841, -0.558, 3.184], [-3.120, -3.642, 4.670], [-3.599, -1.839, 0.952], [-1.507, -5.479, 4.771], [-0.509, -5.777, 3.333], [-2.032, -6.642, 3.535], [-5.031, 0.597, -5.781], [-3.830, 0.518, -4.308], [-3.189, -0.670, -4.007], [-2.333, -0.666, -2.918], [-2.072, 0.415, -2.186], [-2.697, 1.546, -2.504], [-3.606, 1.646, -3.549], [-3.371, -1.575, -4.566], [-1.863, -1.584, -2.591], [-2.501, 2.396, -1.848], [-4.105, 2.580, -3.752]]}